Entry P
A structure of composition C23H39BrClIrN2O8Si. Source: the OMol25 dataset; level of theory: wB97M-V/def2-TZVPD.

The geometry in XYZ format:
```
76
Properties=species:S:1:pos:R:3:lowdin_charge:R:1
Ir 2.055 0.205 -2.578 1.21
Br -1.192 0.659 -0.925 0.55
Cl 1.619 3.969 -1.689 0.62
Si -1.993 0.541 1.162 0.44
O 1.504 3.352 -0.386 -0.40
O 1.452 2.956 -2.720 -0.44
O 2.153 -0.866 -6.479 0.06
O 2.142 0.336 -4.590 -0.22
O 1.240 -5.952 -5.557 -0.05
O 2.917 4.579 -1.817 -0.37
O 0.587 4.963 -1.835 -0.37
O 0.639 -6.485 -3.444 -0.07
N 2.743 0.007 -0.917 -0.19
N 1.542 -1.610 -3.104 -0.11
C -4.582 1.571 0.536 -0.11
C 3.453 0.988 1.141 -0.05
C -2.359 2.461 3.262 -0.10
C -4.238 -0.773 -0.095 -0.12
C 1.185 -2.549 -2.216 -0.10
C 1.540 -3.246 -4.837 0.06
C -0.055 2.265 2.331 -0.10
C -3.900 0.270 0.981 -0.63
C 4.806 1.358 -0.934 -0.07
C 2.035 -0.764 -5.275 -0.60
C 1.187 -4.236 -3.927 -0.09
C 0.398 -0.932 1.700 -0.13
C -1.780 3.399 1.014 -0.11
C -1.635 -2.283 1.407 -0.11
C 3.925 0.356 -0.174 -0.75
C -1.551 2.222 1.977 -0.62
C -4.544 -0.178 2.301 -0.10
C -1.304 -0.984 3.505 -0.10
C 1.001 -3.860 -2.601 0.00
C -1.109 -0.959 1.982 -0.62
C 4.721 -0.927 0.116 -0.07
C 1.706 -1.948 -4.398 -0.17
C 0.994 -5.717 -4.360 -0.70
H 1.680 -3.487 -5.881 0.13
H 0.854 -1.820 2.152 0.09
H 0.206 1.571 3.133 0.06
H -5.630 -0.240 2.169 0.08
H 4.257 2.282 -1.117 0.06
H -1.575 4.329 1.554 0.09
H 2.858 1.875 0.931 0.06
H 5.712 1.595 -0.365 0.07
H 4.322 1.268 1.743 0.08
H -5.647 1.372 0.370 0.08
H 0.886 -0.058 2.122 0.04
H -3.882 -1.772 0.146 0.06
H -1.091 3.361 0.171 0.04
H -2.354 -1.012 3.800 0.06
H 4.094 -1.641 0.651 0.07
H -2.001 3.380 3.738 0.08
H 0.630 -0.939 0.635 0.03
H -2.798 3.456 0.629 0.06
H 5.040 -1.386 -0.821 0.07
H -2.247 1.651 3.986 0.06
H 5.608 -0.707 0.718 0.07
H 5.099 0.928 -1.893 0.07
H 0.189 3.275 2.676 0.09
H -4.163 1.940 -0.402 0.08
H -2.665 -2.493 1.702 0.06
H -0.823 -1.882 3.909 0.08
H -3.822 -0.496 -1.064 0.05
H -4.352 0.519 3.119 0.06
H 1.064 -2.210 -1.197 0.08
H -4.507 2.365 1.280 0.06
H -0.841 -0.122 3.990 0.06
H -1.574 -2.304 0.317 0.07
H 2.851 0.276 1.705 0.05
H -5.328 -0.827 -0.197 0.08
H -4.198 -1.166 2.610 0.06
H 0.713 -4.619 -1.886 0.11
H 0.575 2.068 1.462 0.05
H -1.014 -3.102 1.786 0.08
H -3.425 2.591 3.065 0.06
```

## Properties
**Highest occupied orbital energy (alpha / beta)**: -1.98 / -2.12 eV
**Orbital gap (alpha / beta)**: 5.74 / 5.88 eV
**Charge**: -2

---

Entry Q
A structure of composition C23H39BrClIrN2O8Si. Source: the OMol25 dataset; level of theory: wB97M-V/def2-TZVPD.

The geometry in XYZ format:
```
76
Properties=species:S:1:pos:R:3:lowdin_charge:R:1
Ir 0.195 1.113 -1.061 1.20
Br -2.487 -1.556 0.822 0.62
Cl -3.059 1.895 -1.490 0.66
Si -3.942 -3.174 0.343 0.44
O -3.181 1.615 -0.093 -0.37
O 5.443 -2.995 0.944 -0.06
O -1.704 1.500 -1.967 -0.52
O -3.244 3.296 -1.747 -0.34
O 6.422 -0.996 1.343 -0.07
O -0.160 -0.895 -1.392 -0.27
O 0.708 -2.922 -1.030 0.05
O -3.996 1.130 -2.259 -0.33
N 1.961 0.326 -0.432 -0.09
N 0.842 2.775 -0.750 -0.19
C -0.830 4.205 0.372 -0.06
C 4.227 -1.022 0.466 -0.10
C -5.865 -1.048 0.468 -0.11
C -4.441 -5.789 1.451 -0.10
C 0.310 4.119 -0.642 -0.74
C 2.012 -1.019 -0.452 -0.17
C -6.816 -3.349 0.341 -0.10
C -2.391 -3.438 -2.054 -0.11
C -2.950 -4.313 2.793 -0.13
C -5.782 -2.516 2.439 -0.12
C 4.154 0.365 0.476 0.00
C -5.663 -2.508 0.908 -0.62
C -3.844 -3.465 -1.554 -0.61
C -0.141 4.586 -2.032 -0.06
C 3.016 1.007 0.025 -0.11
C 5.502 -1.751 0.966 -0.70
C -4.572 -2.346 -2.310 -0.10
C 3.121 -1.715 -0.012 0.06
C -2.104 -5.318 0.722 -0.10
C -3.358 -4.703 1.363 -0.63
C 1.454 5.030 -0.166 -0.09
C 0.773 -1.705 -0.995 -0.61
C -4.479 -4.806 -1.960 -0.10
H -5.876 -0.919 -0.613 0.06
H -6.830 -0.698 0.856 0.08
H -5.521 -4.903 -1.646 0.06
H -3.926 -5.660 -1.564 0.06
H -1.175 5.239 0.466 0.08
H -7.768 -2.948 0.709 0.08
H -1.744 -4.183 -1.598 0.06
H -4.400 -2.486 -3.383 0.09
H 5.005 0.923 0.841 0.11
H -3.758 -3.864 3.367 0.05
H -1.673 3.583 0.088 0.03
H -4.022 -6.673 1.947 0.08
H -6.761 -4.396 0.648 0.06
H -5.303 -5.466 2.039 0.06
H -2.402 -3.630 -3.135 0.09
H -5.653 -2.356 -2.151 0.06
H -2.310 -5.769 -0.249 0.06
H -2.113 -3.616 2.785 0.05
H 0.690 4.492 -2.735 0.07
H -5.087 -0.393 0.858 0.05
H 1.124 6.071 -0.080 0.07
H -4.456 -4.888 -3.053 0.08
H -4.972 -1.952 2.907 0.08
H 2.894 2.081 -0.006 0.08
H -4.802 -6.103 0.471 0.06
H -6.851 -3.317 -0.748 0.06
H -0.449 5.636 -1.996 0.08
H 2.287 4.980 -0.871 0.07
H -4.193 -1.358 -2.052 0.06
H -5.790 -3.524 2.856 0.06
H -1.912 -2.471 -1.896 0.04
H -0.974 3.989 -2.388 0.05
H -1.726 -6.111 1.378 0.08
H -6.726 -2.036 2.722 0.08
H 3.124 -2.795 -0.042 0.12
H 1.814 4.698 0.810 0.07
H -0.476 3.870 1.350 0.08
H -2.628 -5.218 3.323 0.08
H -1.305 -4.585 0.589 0.08
```

## Properties
**Highest occupied orbital energy (alpha / beta)**: -2.21 / -2.20 eV
**Orbital gap (alpha / beta)**: 6.10 / 6.09 eV
**Charge**: -2

---

Relative energies in kcal/mol: entry P 23.6; entry Q 0.0